Below is a 2-piece molecular cluster, C4H13NO overall, with properties calculated with ωB97M-V/def2-TZVPD.

```
19
Properties=species:S:1:pos:R:3
C 2.429 -1.442 -0.772
C 3.720 -2.119 -0.257
C 3.886 -3.559 -0.736
H 2.622 -1.415 -1.850
H 2.245 -0.456 -0.355
H 1.582 -2.115 -0.635
H 3.881 -1.976 0.814
H 4.586 -1.515 -0.573
H 4.217 -3.538 -1.770
H 4.558 -4.028 -0.009
H 2.970 -4.147 -0.614
N -3.587 2.970 0.873
C -5.006 2.944 1.014
O -5.748 4.036 0.663
H -3.224 3.051 -0.065
H -3.115 3.739 1.323
H -5.377 2.079 0.420
H -5.259 2.596 2.041
H -5.381 4.895 0.487
```

Summary:
Kohn-Sham gap in eV: 10.91
HOMO level in hartree: -0.36469
Largest force on an atom in eV/Å: 2.40
Energy above the lowest of the compared OMol25 structures with the same formula, charge and spin in kcal per mole: 27.0

=====

Below is a 2-piece molecular cluster, C4H11N2O overall, with properties calculated with ωB97M-V/def2-TZVPD.

```
18
Properties=species:S:1:pos:R:3
C 0.007 -0.495 0.097
C -2.744 -0.071 -0.078
C 2.325 -0.816 -0.029
C 1.433 1.429 -0.169
N -1.572 0.772 0.036
N 1.140 0.051 0.119
O -0.241 -1.716 0.085
H -2.967 -0.759 0.867
H -3.676 0.632 -0.377
H -2.692 -0.760 -0.833
H 2.311 -1.516 0.836
H 3.180 -0.128 0.152
H 2.202 -1.172 -1.092
H 0.371 1.766 -0.174
H 1.698 1.588 -1.161
H 2.082 1.915 0.631
H -1.626 1.186 0.993
H -1.230 -1.906 0.096
```

Summary:
Kohn-Sham gap in eV: 10.29
HOMO level in hartree: -0.52704
Largest force on an atom in eV/Å: 7.03
Total charge: +1
Energy above the lowest of the compared OMol25 structures with the same formula, charge and spin in kcal per mole: 119.7

=====

Below is C24H32Cl2F2NO36PdS2Y as an isolated structure, with properties calculated with ωB97M-V/def2-TZVPD.

```
101
Properties=species:S:1:pos:R:3
Pd 2.048 -1.288 -1.446
Y 1.006 4.394 -1.341
Cl 2.515 1.295 -3.508
O 1.780 2.415 -2.923
O 1.545 0.245 -3.633
O 3.241 1.545 -4.782
O 3.505 0.780 -2.548
Cl -0.326 4.661 2.003
O 1.049 4.156 2.178
O -0.621 4.731 0.643
O -1.194 3.591 2.593
O -0.499 5.885 2.762
N 0.634 -0.244 -0.539
S -0.890 -0.223 -0.296
O -1.658 1.013 -0.395
O -1.336 -1.270 0.610
F -1.074 -0.819 -1.787
S 0.907 1.088 0.588
O 0.459 0.908 1.947
O 0.853 2.356 -0.148
F 2.480 0.852 0.608
C -5.548 -0.478 -2.792
C -4.747 -1.202 -1.742
O -4.435 -2.465 -2.358
C -4.871 -2.446 -3.644
O -4.711 -3.391 -4.396
O -5.449 -1.256 -3.957
H -5.048 0.456 -3.048
H -6.513 -0.132 -2.421
H -5.262 -1.285 -0.785
H -3.756 -0.753 -1.665
C -4.478 4.591 -1.828
C -4.561 3.067 -2.087
O -3.253 2.665 -1.726
C -2.414 3.642 -2.127
O -1.238 3.610 -1.912
O -3.125 4.748 -2.249
H -4.724 4.817 -0.790
H -5.167 5.256 -2.349
H -4.590 2.952 -3.171
H -5.344 2.448 -1.649
C 7.108 -0.671 0.613
C 7.104 -2.146 0.300
O 5.859 -2.362 -0.260
C 5.058 -1.232 -0.094
O 3.839 -1.122 -0.328
O 5.783 -0.272 0.453
H 7.673 -0.097 -0.121
H 7.445 -0.513 1.637
H 7.305 -2.640 1.251
H 7.858 -2.451 -0.425
C -2.417 -1.393 3.413
C -2.860 -1.953 4.759
O -3.647 -0.985 5.400
C -3.630 0.137 4.609
O -4.058 1.200 4.970
O -2.943 -0.068 3.527
H -3.002 -1.930 2.666
H -1.375 -1.287 3.110
H -1.986 -1.934 5.410
H -3.261 -2.962 4.671
C -0.561 -5.592 -4.053
C -1.418 -4.540 -4.697
O -0.642 -3.409 -4.455
C -0.043 -3.512 -3.346
O 0.510 -2.495 -2.777
O 0.045 -4.848 -3.010
H 0.092 -6.186 -4.693
H -1.301 -6.243 -3.588
H -2.404 -4.358 -4.271
H -1.669 -4.779 -5.731
C 1.609 1.679 4.803
C 0.346 1.112 5.567
O 0.613 1.433 6.872
C 1.755 2.133 7.006
O 2.263 2.568 8.010
O 2.330 2.346 5.762
H 1.150 2.389 4.115
H 2.235 0.947 4.291
H 0.181 0.051 5.383
H -0.622 1.583 5.392
C -1.987 -5.644 -0.250
C -2.506 -4.244 -0.454
O -3.061 -3.872 0.853
C -2.831 -4.844 1.709
O -3.136 -4.795 2.841
O -2.153 -5.896 1.106
H -1.001 -5.835 -0.675
H -2.736 -6.049 -0.930
H -3.206 -4.084 -1.274
H -1.641 -3.677 -0.798
C 6.491 4.100 -1.525
C 6.435 4.553 -0.056
O 5.046 4.510 0.185
C 4.448 4.028 -0.847
O 3.241 3.878 -0.951
O 5.150 3.965 -1.895
H 7.130 3.222 -1.610
H 6.924 4.912 -2.110
H 6.896 5.505 0.204
H 6.982 3.756 0.448
```

Summary:
Kohn-Sham gap (spin up / spin down) in eV: 6.15 / 2.22
HOMO level (spin up / spin down) in hartree: -0.57017 / -0.56971
Spin multiplicity: 4
Largest force on an atom in eV/Å: 10.77
Total charge: +3

=====

Below is a 2-piece molecular cluster, C3H6N4O overall, with properties calculated with ωB97M-V/def2-TZVPD.

```
14
Properties=species:S:1:pos:R:3
C 0.075 1.428 -0.075
C 2.241 -0.670 -0.181
C -1.236 -0.515 0.623
H -0.835 3.335 -0.447
H 1.152 1.743 -0.292
H -0.024 -1.721 -0.642
H 2.420 -1.784 -0.491
H -1.750 0.243 1.423
H -2.552 -2.217 0.455
N -1.148 2.281 -0.257
N 0.028 0.184 0.193
N 0.858 -0.630 -0.869
N -1.751 -1.871 -0.115
O 2.522 0.196 0.675
```

Summary:
Kohn-Sham gap in eV: 8.33
HOMO level in hartree: -0.33611
Largest force on an atom in eV/Å: 10.88
Energy above the lowest of the compared OMol25 structures with the same formula, charge and spin in kcal per mole: 230.6

=====

Below is one molecule with the formula C18H25N3O, with properties calculated with ωB97M-V/def2-TZVPD.

```
47
Properties=species:S:1:pos:R:3
C 4.342 -0.031 0.714
N 3.463 0.043 -0.416
C 2.484 0.941 -0.636
C 1.880 0.599 -1.830
C 2.587 -0.539 -2.251
N 3.536 -0.855 -1.390
H 2.442 -1.124 -3.137
C 0.711 1.254 -2.485
N -0.365 1.457 -1.527
C -1.481 2.192 -2.086
C -2.470 2.554 -0.980
H -1.990 3.254 -0.295
C -2.923 1.303 -0.230
H -3.570 1.575 0.607
H -3.518 0.684 -0.907
C -1.725 0.470 0.253
C -0.828 0.206 -0.959
H 0.042 -0.375 -0.651
H -1.390 -0.386 -1.706
C -0.896 1.225 1.310
O -1.606 1.542 2.484
H -2.318 2.148 2.253
H -0.068 0.589 1.631
H -0.469 2.125 0.852
C -2.239 -0.862 0.849
C -1.130 -1.786 1.264
C -0.601 -1.720 2.548
C 0.457 -2.532 2.918
C 1.001 -3.424 2.010
C 0.470 -3.512 0.735
C -0.590 -2.702 0.368
H -1.004 -2.783 -0.627
H 0.883 -4.211 0.023
H 1.832 -4.053 2.295
H 0.859 -2.466 3.919
H -1.021 -1.024 3.258
H -2.854 -0.622 1.719
H -2.869 -1.356 0.106
H -3.335 3.055 -1.419
H -1.100 3.105 -2.552
H -2.001 1.603 -2.867
H 1.001 2.240 -2.866
H 0.388 0.639 -3.346
H 2.271 1.734 0.051
H 3.779 -0.240 1.626
H 5.045 -0.842 0.533
H 4.889 0.905 0.839
```

Summary:
Kohn-Sham gap in eV: 9.38
HOMO level in hartree: -0.31706
Largest force on an atom in eV/Å: 0.87
Energy above the lowest of the compared OMol25 structures with the same formula, charge and spin in kcal per mole: 47.8

=====

Below is C22H40N as an isolated structure, with properties calculated with ωB97M-V/def2-TZVPD.

```
63
Properties=species:S:1:pos:R:3
C -0.062 -2.919 6.770
H -0.672 -2.169 6.637
C 0.818 -3.379 5.579
C -0.126 -3.500 4.203
C -1.062 -4.817 4.120
C -1.792 -4.947 2.911
C -2.888 -3.796 2.452
C -2.073 -3.038 1.426
C -3.113 -1.956 1.006
C -2.681 -0.882 0.149
C -2.053 -1.279 -1.111
C -1.692 -0.244 -2.256
H -2.779 0.301 -2.443
H -1.661 -0.687 -3.102
C -0.535 0.421 -1.871
C -0.317 1.654 -2.882
H -1.268 2.167 -3.078
H -0.145 1.064 -3.834
N 1.027 2.286 -2.512
C 0.729 3.304 -1.336
H -0.107 3.739 -1.556
H 1.612 4.086 -1.219
H 0.747 2.618 -0.430
C 2.117 1.729 -2.377
H 3.293 2.065 -2.361
H 2.276 0.844 -3.251
H 1.933 0.903 -1.666
C 1.241 3.272 -3.696
C 2.221 4.364 -3.735
C 2.039 5.525 -3.138
C 3.297 6.361 -3.043
C 4.494 5.933 -3.671
C 4.605 4.749 -4.089
C 3.454 3.849 -4.319
H 3.625 2.921 -4.742
H 5.674 4.489 -4.366
H 5.355 6.550 -3.584
H 2.915 7.553 -2.540
H 1.180 5.857 -2.789
H 0.274 4.032 -3.859
H 1.057 2.693 -4.611
H 0.178 0.060 -1.588
H -0.807 1.080 -0.918
H -3.140 -1.924 -1.735
H -1.236 -2.004 -1.159
H -3.499 -0.203 0.067
H -1.922 -0.427 0.667
H -3.782 -1.553 1.973
H -3.917 -2.503 0.590
H -1.769 -3.400 0.592
H -1.239 -2.504 1.921
H -3.045 -3.439 3.396
H -3.555 -4.639 2.171
H -2.382 -5.945 3.162
H -1.133 -5.182 2.275
H -1.817 -4.375 5.247
H -0.399 -5.565 4.495
H -0.700 -2.442 4.058
H 0.597 -3.525 3.412
H 1.276 -2.360 5.463
H 1.341 -4.297 5.547
H -0.717 -3.743 7.046
H 0.706 -2.827 7.532
```

Summary:
Kohn-Sham gap in eV: 8.54
HOMO level in hartree: -0.41051
Largest force on an atom in eV/Å: 19.99
Total charge: +1
Energy above the lowest of the compared OMol25 structures with the same formula, charge and spin in kcal per mole: 443.4

=====

Question: Look up the largest force on an atom of the first one.
Answer: 2.40 eV/Å

=====

Question: Among the records above, which one has the lowest largest force on an atom?
Answer: C18H25N3O

=====

Question: Look up the largest force on an atom of the fifth one.
Answer: 0.87 eV/Å

=====

Repeat the sixth record exactly.
Below is C22H40N as an isolated structure, with properties calculated with ωB97M-V/def2-TZVPD.

```
63
Properties=species:S:1:pos:R:3
C -0.062 -2.919 6.770
H -0.672 -2.169 6.637
C 0.818 -3.379 5.579
C -0.126 -3.500 4.203
C -1.062 -4.817 4.120
C -1.792 -4.947 2.911
C -2.888 -3.796 2.452
C -2.073 -3.038 1.426
C -3.113 -1.956 1.006
C -2.681 -0.882 0.149
C -2.053 -1.279 -1.111
C -1.692 -0.244 -2.256
H -2.779 0.301 -2.443
H -1.661 -0.687 -3.102
C -0.535 0.421 -1.871
C -0.317 1.654 -2.882
H -1.268 2.167 -3.078
H -0.145 1.064 -3.834
N 1.027 2.286 -2.512
C 0.729 3.304 -1.336
H -0.107 3.739 -1.556
H 1.612 4.086 -1.219
H 0.747 2.618 -0.430
C 2.117 1.729 -2.377
H 3.293 2.065 -2.361
H 2.276 0.844 -3.251
H 1.933 0.903 -1.666
C 1.241 3.272 -3.696
C 2.221 4.364 -3.735
C 2.039 5.525 -3.138
C 3.297 6.361 -3.043
C 4.494 5.933 -3.671
C 4.605 4.749 -4.089
C 3.454 3.849 -4.319
H 3.625 2.921 -4.742
H 5.674 4.489 -4.366
H 5.355 6.550 -3.584
H 2.915 7.553 -2.540
H 1.180 5.857 -2.789
H 0.274 4.032 -3.859
H 1.057 2.693 -4.611
H 0.178 0.060 -1.588
H -0.807 1.080 -0.918
H -3.140 -1.924 -1.735
H -1.236 -2.004 -1.159
H -3.499 -0.203 0.067
H -1.922 -0.427 0.667
H -3.782 -1.553 1.973
H -3.917 -2.503 0.590
H -1.769 -3.400 0.592
H -1.239 -2.504 1.921
H -3.045 -3.439 3.396
H -3.555 -4.639 2.171
H -2.382 -5.945 3.162
H -1.133 -5.182 2.275
H -1.817 -4.375 5.247
H -0.399 -5.565 4.495
H -0.700 -2.442 4.058
H 0.597 -3.525 3.412
H 1.276 -2.360 5.463
H 1.341 -4.297 5.547
H -0.717 -3.743 7.046
H 0.706 -2.827 7.532
```

Summary:
Kohn-Sham gap in eV: 8.54
HOMO level in hartree: -0.41051
Largest force on an atom in eV/Å: 19.99
Total charge: +1
Energy above the lowest of the compared OMol25 structures with the same formula, charge and spin in kcal per mole: 443.4